A molecular structure, C42H66I2N4P3SiSn, computed with the ωB97M-V functional and the def2-TZVPD basis.

The calculation puts the energy at -108357.66667 eV. Its HOMO energy is -9.58 eV. The largest force on an atom comes out at 0.2 eV/A. For the LUMO energy, the calculation gives -2.24 eV.

Structure (ORCA input):
```
! wB97M-V def2-TZVPD RIJCOSX def2/J DEFGRID3
* xyz 1 1
H 3.014 2.144 -1.033
H -3.952 -0.767 0.140
H -0.297 0.357 -5.943
N 2.155 4.581 -1.018
H 3.734 -3.098 -0.875
C -2.287 -2.666 1.243
H -2.319 -4.284 -3.012
H -2.974 -4.850 -0.694
H -1.778 -5.908 -2.587
H 3.316 1.021 1.613
C 1.865 3.037 4.107
P 2.476 -1.184 -0.128
H 4.243 0.338 -0.679
H -0.704 4.410 3.395
I -2.228 1.109 -4.273
H 0.274 6.277 -1.749
C -1.766 -1.640 2.042
C -1.930 -4.589 -0.881
H 1.620 1.052 4.948
C 2.187 6.147 -3.743
H -3.624 -4.356 1.168
H 0.253 2.127 5.269
C -4.442 -2.885 -1.518
N 1.034 2.036 -0.987
C 5.325 -1.336 0.094
C -3.309 2.406 2.661
H 3.588 -3.405 1.393
C 2.903 -2.534 -1.302
H -0.840 5.078 -2.391
I -0.614 -2.032 -4.811
H -4.357 -4.169 3.489
Si -0.417 -0.358 1.558
H 1.867 -2.815 5.252
C -3.219 -3.561 1.780
C 1.919 -2.569 4.199
C -3.136 -2.445 3.894
C -3.178 -2.035 -1.437
H -0.622 -4.578 -2.619
H 4.245 -1.309 -2.546
H 2.540 -1.264 -3.024
H -3.175 0.410 1.962
H -0.522 2.869 -2.021
C -1.241 3.526 3.069
C 0.689 4.300 -4.575
C -1.206 1.239 2.257
C 0.215 5.352 -2.331
H -1.855 -0.353 -6.452
H 2.905 5.428 -3.351
H 0.922 -2.971 -2.055
H -4.392 2.396 2.654
H -1.333 -6.519 -0.129
H -2.682 0.014 -0.807
C 0.437 3.048 -1.543
H -1.187 -5.236 1.072
H 3.775 2.023 4.009
H 3.771 3.441 5.063
C -3.639 -3.462 3.094
H 2.043 -4.338 -2.110
C 2.882 -2.890 2.034
C -1.190 -0.161 -5.620
Sn 0.129 -0.170 -1.020
H 2.252 7.056 -3.140
H -4.282 -3.842 -2.013
H -0.005 -5.376 -0.229
C -0.529 2.404 2.639
C -2.623 3.535 3.087
C 1.338 2.083 5.180
C -2.610 1.281 2.262
H 3.406 3.829 0.451
H -1.872 -0.744 3.999
P -1.740 -2.781 -0.498
H 5.251 -2.098 0.870
C 3.395 3.042 4.119
H 1.491 4.043 4.314
C -1.649 -4.847 -2.361
C 2.799 -3.248 3.367
H -0.330 3.910 -4.623
C 1.101 -1.255 2.318
H -2.781 -1.888 -2.449
H 6.234 -0.766 0.296
C 0.773 5.574 -3.741
H -4.291 -0.186 -1.491
H 1.333 3.518 -4.163
C 1.074 -1.608 3.671
H -4.852 -3.074 -0.523
C -1.062 -5.471 0.015
C 4.139 -0.368 0.149
H 0.351 -1.141 4.329
N 2.280 2.315 -0.354
C 1.729 -3.476 -1.517
H 0.405 4.005 0.888
H 0.995 5.547 2.715
H -5.205 -2.349 -2.087
H 3.516 -2.689 -3.366
H 2.486 6.405 -4.760
C 1.412 3.937 1.309
H 4.222 -0.320 2.308
H 5.089 0.995 1.512
H 2.713 5.273 2.449
C 1.736 5.278 1.964
H 3.426 -4.039 3.758
H 2.120 5.548 -0.705
N 0.865 4.304 -1.555
C 2.075 -1.875 1.512
H -3.161 4.412 3.425
H -3.459 -2.346 4.922
C -3.536 -0.664 -0.863
H 0.105 6.320 -4.183
C -2.224 -1.550 3.365
C 2.372 3.671 0.135
H 1.771 2.334 6.151
H 3.825 3.640 3.312
H 5.455 -1.824 -0.870
H 1.738 6.094 1.236
H 1.023 4.491 -5.595
C 3.335 -1.904 -2.630
C 4.184 0.385 1.474
H 1.326 -3.834 -0.572
P 1.285 2.436 2.452
*
```

***

A molecular structure, C42H67MnN11P, computed with the ωB97M-V functional and the def2-TZVPD basis.

The calculation puts the energy at -101633.16232 eV. Its HOMO energy (spin up / spin down) is -9.22 / -9.74 eV. The largest force on an atom comes out at 0.9 eV/A. As for the expectation value of S²: 9.1144. For the LUMO energy (spin up / spin down), the calculation gives -1.40 / -2.95 eV.

Structure (ORCA input):
```
! wB97M-V def2-TZVPD RIJCOSX def2/J DEFGRID3
* xyz 1 6
H 0.316 -4.390 -2.537
C 4.485 3.848 -2.797
N 0.034 1.972 2.227
C -0.824 -4.539 0.845
H -3.692 -6.014 2.955
N 3.841 3.277 -1.633
H 3.791 -4.188 -0.943
H 2.574 -0.813 -3.511
N 1.770 2.952 -2.645
C -4.666 -1.305 -0.818
H -0.557 4.181 -0.501
H -3.825 -4.578 -1.115
H -1.156 -3.913 5.518
H -2.276 0.827 3.167
H -3.903 3.903 2.323
H 0.979 1.056 -2.966
C 1.392 2.129 2.705
H 2.154 -3.155 0.665
H -1.508 -7.170 2.863
N -0.542 -1.057 2.124
H 3.642 3.431 0.434
N -0.397 4.227 2.792
C -0.626 -5.718 1.552
H -1.138 -2.359 -2.361
C -0.792 2.946 2.417
H -0.718 -4.190 3.827
C 3.627 0.747 -0.485
H 4.033 -2.643 -1.791
H 5.320 3.500 -0.137
C 3.548 0.679 1.031
C -5.923 -1.349 -1.403
H 4.244 4.889 -0.357
N 2.069 -3.395 -1.938
H 4.068 3.414 -3.703
H -2.496 4.656 1.556
H -1.072 -1.147 -3.633
H -0.016 -4.128 0.247
H 3.631 1.694 1.411
H -0.062 2.382 -3.471
C -1.002 3.284 -0.918
H 1.919 4.586 -3.983
H 1.767 -5.371 -2.471
C -1.175 5.035 3.708
C -2.694 2.230 -2.314
H 4.404 0.121 1.435
H -3.339 3.351 0.730
H -1.575 -1.494 5.042
C -0.547 -1.999 -3.199
H 1.187 -0.699 -4.595
C -1.099 0.907 -1.178
H -7.396 -2.582 -2.357
H -4.277 -0.364 -0.445
H 1.431 2.675 3.655
H -3.727 1.408 2.333
H 5.554 3.621 -2.771
C 2.686 2.512 -1.736
H -3.553 2.340 -2.966
H 1.387 5.337 2.571
C -2.095 3.377 -1.775
H 3.286 -1.579 2.357
H 1.537 -4.254 -3.823
H 1.359 1.976 -4.454
H 2.006 2.703 1.998
H -2.502 4.351 -2.023
H 3.476 -2.148 0.120
C -2.885 -5.599 2.365
C -3.891 -2.464 -0.702
C 1.455 -2.181 -1.675
C -0.971 -1.565 3.058
H -6.515 -0.446 -1.476
H 4.373 4.936 -2.846
C 3.507 -3.596 -1.816
H 0.545 4.614 -2.867
P -2.219 -2.310 -0.025
H 1.530 -1.649 2.336
C -5.658 -3.707 -1.791
H 0.059 5.816 1.500
C -1.536 -2.225 4.233
C -3.019 3.716 1.708
Mn 0.442 0.373 0.037
H -2.564 -2.500 3.989
H -2.691 0.084 -2.439
H 3.652 -0.260 -0.906
H 0.941 4.319 1.189
H 3.851 -4.119 -2.711
C -6.419 -2.549 -1.894
N 0.761 -1.546 -2.744
C 2.443 -2.118 0.462
H 1.978 -2.263 -4.362
H 0.330 -6.225 1.504
C 4.289 3.793 -0.360
H -0.509 5.496 4.442
H -4.051 -3.938 1.678
C -3.085 -4.427 1.651
C 1.382 -4.389 -2.747
H 2.969 0.855 3.440
H 1.359 0.127 3.453
C -4.408 -3.668 -1.197
C -0.719 -3.456 4.632
H 2.168 4.971 -2.270
N -2.150 2.742 2.353
H -2.322 0.851 1.398
N 2.292 0.122 1.572
C 2.029 0.764 2.879
C -0.546 1.997 -0.661
C -2.058 -3.883 0.871
H 4.582 1.215 -0.746
H -1.892 4.411 4.235
C 0.550 4.958 1.977
H -0.484 -2.786 -3.960
C -2.638 1.379 2.302
C -1.658 -6.250 2.313
N 2.478 1.430 -1.047
C 1.601 4.353 -2.961
C 0.971 2.035 -3.430
H -1.719 5.840 3.201
C -2.208 0.960 -2.021
N 1.592 -1.532 -0.572
C 2.392 -1.334 1.765
H -6.043 -4.644 -2.174
H 0.311 -3.183 4.859
C 1.679 -1.334 -3.859
*
```

***

A molecular structure, C42H68O30, computed with the ωB97M-V functional and the def2-TZVPD basis.

The calculation puts the energy at -106077.72817 eV. Its HOMO energy is -8.66 eV. The largest force on an atom comes out at 7.7 eV/A. For the LUMO energy, the calculation gives 0.21 eV.

Structure (ORCA input):
```
! wB97M-V def2-TZVPD RIJCOSX def2/J DEFGRID3
* xyz 0 1
H 17.949 4.466 -12.965
C 21.336 1.982 -7.718
H 13.320 7.888 -12.502
O 19.200 0.637 -11.023
H 21.337 6.202 -4.000
C 21.067 12.877 -6.870
H 12.957 9.418 -11.773
C 17.278 5.175 -12.481
H 20.335 1.946 -8.147
C 19.903 1.933 -4.528
O 21.165 1.951 -4.088
H 12.472 9.522 -9.123
H 20.338 6.285 -5.514
C 12.999 5.262 -7.736
C 14.548 1.520 -3.397
H 20.881 0.185 -12.202
O 19.782 9.719 -6.797
H 21.993 1.314 -8.277
H 16.454 2.519 -12.777
O 20.292 11.365 -5.345
C 23.544 5.908 -12.145
C 12.030 8.624 -9.552
C 16.266 2.870 -11.760
O 17.529 1.924 -10.208
C 22.485 7.929 -6.320
H 15.171 5.104 -7.313
H 14.361 -0.355 -4.364
O 19.859 5.885 -11.407
O 18.919 2.057 -3.866
H 15.932 4.820 -10.797
C 13.414 3.670 -9.337
H 20.449 2.506 -12.853
O 23.813 5.073 -12.953
O 19.251 2.854 -11.295
C 13.014 7.790 -10.344
H 19.754 6.211 -7.488
H 21.787 4.965 -6.665
C 18.566 1.831 -10.776
C 14.279 4.488 -7.397
H 23.971 5.775 -4.662
O 15.398 1.007 -5.565
H 12.067 5.347 -5.812
O 15.008 4.710 -12.605
H 23.013 11.803 -5.015
C 11.804 5.079 -6.836
C 19.385 5.983 -10.318
O 18.339 5.227 -9.871
H 20.324 13.566 -7.268
H 22.658 2.678 -11.682
H 22.645 0.755 -4.804
H 17.770 5.687 -11.656
O 12.652 4.746 -9.067
C 14.360 0.696 -4.669
O 15.861 5.813 -5.234
O 19.748 6.876 -9.414
C 20.529 0.898 -11.460
H 24.149 4.559 -5.952
H 10.921 5.628 -7.164
H 16.187 5.294 -3.184
O 14.442 3.602 -8.496
H 16.691 3.020 -4.098
H 11.140 8.654 -10.175
C 22.327 5.625 -5.984
H 13.739 1.362 -2.686
H 21.174 0.720 -10.589
H 23.807 8.469 -11.164
H 14.710 0.069 -7.233
H 23.220 4.231 -4.507
H 22.159 12.178 -3.601
H 13.412 0.951 -5.158
H 15.089 7.356 -3.982
H 13.354 6.285 -7.843
H 15.258 2.520 -11.536
C 23.452 5.006 -5.238
C 23.013 6.812 -10.143
O 23.049 8.900 -6.705
C 15.631 7.165 -4.917
O 16.414 8.096 -9.950
C 15.656 4.963 -4.086
C 20.260 10.797 -6.585
H 15.619 3.385 -5.415
O 22.855 6.688 -6.746
C 17.967 5.660 -8.570
H 22.782 13.519 -4.678
O 14.447 6.172 -14.181
C 21.323 6.402 -5.065
O 13.187 2.957 -10.262
H 21.800 9.604 -11.494
H 21.675 3.135 -10.202
C 21.151 1.337 -6.358
H 16.985 6.131 -8.556
O 14.255 7.513 -9.685
O 14.688 2.924 -3.542
O 19.894 1.826 -5.858
O 20.753 11.622 -7.485
O 14.927 8.527 -11.537
H 18.682 7.569 -7.706
O 16.605 5.885 -13.511
C 21.590 8.617 -11.072
O 23.692 5.721 -10.818
C 22.909 7.852 -11.233
C 15.308 7.990 -10.395
H 14.134 3.936 -6.465
C 17.918 4.368 -7.733
H 15.489 1.205 -2.926
H 14.995 7.570 -5.705
H 17.013 2.495 -11.065
H 23.604 7.044 -9.260
H 21.353 8.791 -10.023
H 16.504 7.805 -4.758
C 13.504 8.489 -11.605
H 18.833 3.792 -7.934
H 21.611 4.189 -11.504
C 21.749 3.127 -11.295
C 16.134 4.399 -11.785
C 22.308 12.540 -4.618
C 19.043 6.664 -8.187
C 15.716 3.454 -4.326
C 15.276 5.654 -13.485
H 11.842 8.028 -8.651
H 12.592 6.790 -10.477
H 15.899 1.423 -7.531
C 22.085 1.623 -5.146
C 20.540 2.371 -11.772
H 21.101 0.247 -6.406
O 22.883 7.064 -12.428
C 15.056 1.066 -6.951
H 11.427 4.053 -6.844
H 21.704 3.004 -7.685
H 20.731 8.191 -11.575
C 20.980 12.604 -5.367
H 18.075 4.529 -6.660
H 22.772 2.459 -5.241
H 17.150 3.605 -7.839
H 14.215 1.768 -7.013
H 22.036 6.449 -9.827
H 20.431 13.437 -4.919
H 22.098 13.114 -7.134
O 21.742 7.776 -5.213
H 14.640 5.269 -3.801
*
```